No. 1
{
  "formula": "C41H56N9O",
  "method": "ωB97M-V/def2-TZVPD",
  "max_force_ha_per_bohr": 0.029,
  "charge": -1,
  "homo_lumo_gap_ev": 4.09,
  "elements": ["C", "C", "C", "O", "C", "C", "H", "H", "H", "H", "H", "H", "H", "H", "H", "H", "H", "N", "C", "C", "C", "C", "H", "H", "H", "H", "H", "N", "C", "C", "C", "C", "H", "H", "H", "H", "H", "N", "C", "C", "C", "C", "H", "H", "H", "H", "H", "N", "C", "C", "C", "C", "H", "H", "H", "H", "H", "N", "C", "C", "C", "C", "H", "H", "H", "H", "H", "N", "C", "C", "C", "C", "H", "H", "H", "H", "H", "N", "C", "C", "C", "C", "H", "H", "H", "H", "H", "N", "C", "C", "C", "C", "H", "H", "H", "H", "H", "N", "C", "C", "C", "C", "H", "H", "H", "H", "H"],
  "coordinates": [[0.802, 1.352, 3.173], [1.278, 0.553, 4.440], [2.443, 1.311, 5.118], [3.731, 0.949, 4.607], [4.613, 2.039, 4.604], [4.860, 2.701, 6.004], [-0.159, 0.899, 2.810], [0.610, 2.417, 3.467], [0.460, 0.461, 5.198], [1.571, -0.467, 4.135], [2.452, 1.038, 6.202], [2.255, 2.398, 5.050], [5.587, 1.639, 4.261], [4.343, 2.826, 3.873], [4.774, 3.799, 5.898], [5.911, 2.522, 6.308], [4.221, 2.318, 6.809], [-0.379, 1.714, -0.122], [-1.737, 1.661, -0.231], [-2.047, 0.950, -1.366], [-0.822, 0.557, -1.959], [0.189, 1.041, -1.163], [0.132, 2.178, 0.625], [-2.367, 2.131, 0.506], [-3.041, 0.736, -1.726], [-0.692, -0.017, -2.865], [1.261, 0.964, -1.250], [-3.672, -1.622, 0.568], [-2.564, -1.386, 1.336], [-2.965, -1.311, 2.645], [-4.369, -1.514, 2.669], [-4.778, -1.706, 1.373], [-3.673, -1.718, -0.429], [-1.590, -1.290, 0.885], [-2.319, -1.129, 3.489], [-5.008, -1.518, 3.538], [-5.754, -1.893, 0.956], [1.680, -4.696, 4.676], [0.433, -4.888, 4.132], [0.336, -4.093, 3.019], [1.568, -3.404, 2.880], [2.377, -3.797, 3.914], [2.029, -5.144, 5.504], [-0.274, -5.564, 4.586], [-0.525, -4.014, 2.376], [1.831, -2.697, 2.110], [3.383, -3.513, 4.174], [-5.796, 1.645, 1.877], [-6.749, 2.476, 1.354], [-7.384, 3.102, 2.395], [-6.788, 2.634, 3.593], [-5.810, 1.739, 3.241], [-5.181, 1.055, 1.344], [-6.893, 2.549, 0.289], [-8.187, 3.816, 2.306], [-7.044, 2.922, 4.600], [-5.126, 1.162, 3.841], [0.592, 3.930, -2.874], [0.916, 5.133, -2.315], [1.327, 5.972, -3.322], [1.241, 5.246, -4.536], [0.781, 3.989, -4.227], [0.262, 3.120, -2.368], [0.830, 5.289, -1.253], [1.652, 6.992, -3.199], [1.489, 5.603, -5.524], [0.574, 3.132, -4.850], [1.650, -7.848, 4.725], [0.779, -8.576, 5.487], [1.331, -9.816, 5.692], [2.585, -9.832, 5.032], [2.755, -8.603, 4.446], [1.500, -6.898, 4.417], [-0.156, -8.153, 5.816], [0.884, -10.619, 6.255], [3.285, -10.651, 4.990], [3.563, -8.202, 3.857], [-0.409, -2.866, -3.842], [-1.772, -2.922, -3.955], [-2.073, -3.631, -5.090], [-0.845, -4.022, -5.681], [0.163, -3.537, -4.887], [0.093, -2.404, -3.106], [-2.406, -2.452, -3.222], [-3.064, -3.845, -5.453], [-0.714, -4.594, -6.585], [1.234, -3.612, -4.976], [3.500, 1.602, -3.780], [3.915, 1.683, -5.080], [5.082, 0.972, -5.195], [5.379, 0.438, -3.914], [4.383, 0.842, -3.062], [2.672, 2.035, -3.409], [3.347, 2.239, -5.808], [5.658, 0.849, -6.098], [6.226, -0.173, -3.647], [4.228, 0.657, -2.012], [-0.970, 5.179, -6.968], [-1.175, 4.544, -8.162], [-1.689, 5.459, -9.045], [-1.793, 6.695, -8.358], [-1.339, 6.490, -7.079], [-0.603, 4.750, -6.136], [-0.939, 3.499, -8.280], [-1.959, 5.263, -10.071], [-2.159, 7.628, -8.754], [-1.249, 7.161, -6.241]],
  "mulliken_charge": [-0.666, 0.088, -0.512, -0.336, -0.377, -0.881, -0.192, -0.025, 0.218, -0.162, 0.247, 0.308, 0.282, 0.334, 0.244, 0.298, 0.299, 0.273, -0.800, -0.522, 0.235, -2.424, 0.340, 0.551, 0.576, 0.747, 0.847, 0.223, -0.563, -0.338, -0.492, -1.034, 0.176, 0.538, 0.561, 0.557, 0.366, 0.013, -0.680, -0.350, -0.335, -0.825, 0.256, 0.426, 0.505, 0.486, 0.442, 0.195, -0.593, -0.367, -0.557, -0.386, 0.164, 0.371, 0.384, 0.394, 0.395, 0.165, -0.368, -0.904, -0.466, -0.658, 0.180, 0.433, 0.409, 0.621, 0.532, 0.078, -0.330, -0.562, -0.517, -0.425, 0.353, 0.326, 0.381, 0.385, 0.356, 0.051, -0.229, -0.547, -0.371, -0.568, 0.230, 0.289, 0.393, 0.384, 0.386, 0.158, -0.320, -0.589, -0.519, -0.509, 0.181, 0.370, 0.386, 0.396, 0.440, 0.093, -0.440, -0.511, -0.580, -0.291, 0.302, 0.360, 0.388, 0.384, 0.375]
}

***

No. 2
{
  "formula": "C24H45IP2Ru",
  "method": "ωB97M-V/def2-TZVPD",
  "max_force_ha_per_bohr": 0.107,
  "charge": 1,
  "multiplicity": 6,
  "homo_lumo_gap_ev": [7.56, 5.14],
  "s_squared": 8.788,
  "elements": ["Ru", "C", "C", "C", "C", "C", "C", "H", "H", "H", "C", "H", "H", "H", "C", "H", "H", "H", "C", "H", "H", "H", "C", "H", "H", "H", "C", "C", "C", "C", "C", "C", "C", "C", "H", "H", "H", "H", "H", "H", "H", "H", "H", "H", "H", "H", "P", "C", "H", "H", "H", "C", "H", "H", "H", "C", "H", "H", "H", "P", "C", "H", "H", "H", "C", "H", "H", "H", "C", "H", "H", "H", "I"],
  "coordinates": [[0.990, -0.817, -1.207], [1.406, -3.578, 0.051], [0.347, -3.546, 0.971], [-0.405, -2.462, -0.936], [0.976, -2.909, -1.180], [-0.751, -2.822, 0.419], [2.714, -4.207, 0.273], [3.021, -4.137, 1.326], [3.476, -3.734, -0.359], [2.686, -5.278, 0.023], [1.522, -3.050, -2.537], [2.446, -3.634, -2.518], [1.778, -2.061, -2.953], [0.793, -3.535, -3.197], [-1.176, -1.845, -2.003], [-1.285, -2.529, -2.854], [-0.606, -0.950, -2.406], [-2.154, -1.516, -1.633], [-2.017, -2.511, 1.118], [-1.831, -2.207, 2.164], [-2.698, -3.378, 1.150], [-2.542, -1.679, 0.625], [0.401, -4.117, 2.351], [0.560, -5.206, 2.331], [-0.535, -3.923, 2.890], [1.228, -3.665, 2.925], [0.623, 3.506, 1.288], [1.343, 2.976, 2.266], [0.949, 2.936, 3.709], [0.186, 1.687, 4.245], [-0.691, 0.962, 3.274], [-1.545, 1.526, 2.412], [-1.763, 3.010, 2.280], [-0.853, 3.733, 1.252], [0.341, 3.830, 3.923], [-0.379, 2.012, 5.134], [1.879, 2.946, 4.295], [-1.052, 4.814, 1.333], [1.099, 3.707, 0.309], [2.398, 2.752, 2.071], [-1.198, 3.444, 0.245], [-2.812, 3.185, 1.969], [-2.181, 0.898, 1.762], [-1.711, 3.528, 3.250], [0.903, 0.951, 4.636], [-0.616, -0.130, 3.324], [2.652, 0.476, -1.705], [4.096, -0.402, -2.415], [4.789, 0.314, -2.883], [3.751, -1.126, -3.163], [4.602, -0.940, -1.606], [2.246, 1.691, -3.001], [3.154, 2.004, -3.536], [1.769, 2.554, -2.527], [1.545, 1.229, -3.703], [3.545, 1.608, -0.540], [4.289, 2.207, -1.099], [4.071, 1.015, 0.214], [2.856, 2.290, -0.036], [-2.713, 0.910, -1.381], [-4.234, -0.040, -0.863], [-5.113, 0.370, -1.380], [-4.384, 0.070, 0.218], [-4.160, -1.107, -1.092], [-3.604, 2.530, -1.192], [-4.549, 2.489, -1.751], [-2.997, 3.350, -1.589], [-3.831, 2.741, -0.140], [-3.052, 0.795, -3.198], [-4.056, 1.181, -3.416], [-2.974, -0.241, -3.545], [-2.305, 1.400, -3.725], [1.342, -0.342, 1.242]],
  "mulliken_charge": [-0.040, 0.562, 0.509, 0.273, 1.475, -0.226, -1.773, 0.395, 0.399, 0.337, -1.341, 0.375, 0.261, 0.252, -0.383, 0.362, 0.537, -0.412, -1.129, 0.352, 0.341, -0.201, -1.700, 0.366, 0.410, 0.339, -0.446, -0.312, -0.766, -0.988, -0.921, 0.285, -1.274, -0.171, 0.366, 0.344, 0.389, 0.349, 0.390, 0.438, -0.072, 0.519, 0.196, 0.503, 0.323, 0.843, 1.179, -1.378, 0.425, 0.425, 0.324, -1.339, 0.394, 0.334, 0.354, -1.183, 0.468, 0.459, 0.013, 0.819, -1.534, 0.481, 0.360, 0.440, -1.394, 0.510, 0.383, 0.294, -1.316, 0.452, 0.359, 0.339, -0.003]
}

***

No. 3
{
  "formula": "C24H36BN6NaO5S3",
  "method": "ωB97M-V/def2-TZVPD",
  "max_force_ha_per_bohr": 0.004,
  "charge": -2,
  "homo_lumo_gap_ev": 5.79,
  "elements": ["Na", "C", "C", "C", "C", "C", "N", "N", "B", "N", "N", "C", "C", "C", "C", "C", "N", "N", "C", "C", "C", "C", "C", "H", "H", "H", "H", "H", "H", "H", "H", "H", "H", "H", "H", "H", "H", "H", "H", "H", "H", "H", "H", "H", "H", "O", "S", "O", "O", "O", "C", "S", "O", "C", "C", "C", "C", "C", "C", "H", "H", "H", "H", "H", "H", "H", "H", "C", "S", "C", "H", "H", "H", "H", "H", "H"],
  "coordinates": [[-0.206, 0.487, 0.411], [2.254, -1.911, 1.787], [0.944, -2.557, 1.476], [0.558, -3.891, 1.717], [-0.727, -3.992, 1.222], [-1.634, -5.180, 1.218], [-1.064, -2.787, 0.719], [-0.042, -1.905, 0.875], [-2.381, -2.387, 0.021], [-2.117, -1.999, -1.458], [-1.426, -0.881, -1.785], [-1.384, -0.834, -3.106], [-0.675, 0.275, -3.811], [-2.054, -1.945, -3.659], [-2.501, -2.664, -2.569], [-3.278, -3.941, -2.544], [-3.106, -1.255, 0.776], [-2.514, -0.063, 1.017], [-3.367, 0.660, 1.720], [-3.020, 2.050, 2.149], [-4.553, -0.071, 1.942], [-4.339, -1.289, 1.328], [-5.253, -2.469, 1.255], [2.880, -2.607, 2.350], [2.779, -1.631, 0.871], [2.143, -0.992, 2.366], [1.132, -4.668, 2.198], [-1.124, -6.020, 1.692], [-2.560, -4.988, 1.764], [-1.913, -5.477, 0.205], [-3.103, -3.349, 0.018], [-0.492, 1.090, -3.112], [0.292, -0.059, -4.198], [-1.269, 0.644, -4.653], [-2.194, -2.190, -4.701], [-3.451, -4.276, -3.568], [-2.746, -4.730, -2.010], [-4.246, -3.817, -2.054], [-1.949, 2.135, 2.345], [-3.276, 2.771, 1.367], [-3.574, 2.320, 3.050], [-5.433, 0.236, 2.485], [-6.188, -2.226, 1.761], [-5.482, -2.744, 0.223], [-4.821, -3.350, 1.734], [2.285, 3.236, 2.087], [1.726, 1.862, 2.122], [2.318, 1.077, 3.216], [0.236, 1.908, 2.243], [2.004, 1.195, 0.796], [0.454, 4.810, -1.536], [0.789, 3.241, -0.684], [-0.205, 2.295, -1.303], [2.354, 2.969, -1.523], [3.526, 3.117, -0.795], [4.737, 2.918, -1.446], [4.767, 2.560, -2.790], [3.581, 2.386, -3.492], [2.365, 2.584, -2.852], [0.429, 4.644, -2.613], [1.233, 5.524, -1.267], [-0.516, 5.158, -1.181], [3.456, 3.318, 0.273], [5.662, 3.009, -0.890], [5.718, 2.391, -3.283], [3.601, 2.077, -4.531], [1.426, 2.408, -3.365], [3.180, -1.352, -3.898], [2.515, -1.099, -2.242], [1.457, -2.556, -2.176], [3.724, -2.297, -3.964], [3.869, -0.533, -4.104], [2.385, -1.343, -4.648], [0.718, -2.535, -2.979], [0.932, -2.523, -1.223], [2.053, -3.470, -2.233]],
  "mulliken_charge": [1.008, -0.960, 0.442, -1.538, 0.876, -1.229, 0.813, 0.275, -1.412, 0.733, 0.205, 0.550, -0.440, -1.608, 1.021, -1.274, 0.725, -0.231, 0.520, -1.086, -1.396, 0.900, -1.249, 0.363, 0.094, 0.098, 0.416, 0.352, 0.169, 0.139, -0.193, -0.173, -0.083, 0.306, 0.403, 0.365, 0.155, 0.151, 0.243, 0.160, 0.337, 0.432, 0.328, 0.185, 0.181, -0.814, 1.113, -0.834, -0.689, -0.718, -1.156, 0.710, -0.660, 0.548, -0.444, -0.667, -0.400, -0.684, -0.122, 0.295, 0.400, 0.392, 0.417, 0.384, 0.353, 0.414, 0.106, -1.037, 0.226, -0.245, 0.360, 0.281, 0.232, 0.110, -0.447, 0.501]
}

***

Per-record DFT total energy, eV: -58879.879 -54867.666 -82255.137